(1)
Molecular formula: C20H56BN4O7P
Method: DFT, the ωB97M-V functional and the def2-TZVPD basis

```
89
Properties=species:S:1:pos:R:3:forces:R:3:mulliken_charge:R:1
C -0.347 -1.208 -2.560 0.1275 0.0764 0.0134 -1.0132
C -0.428 -2.103 -1.317 -0.0892 0.0727 0.0385 0.4510
C 0.445 -3.390 -1.417 0.0124 -0.2852 -0.1225 -1.0107
B 1.574 -3.465 -0.341 -0.0142 -0.0842 0.1199 0.1953
C 3.046 -2.906 -0.451 0.1271 -0.2735 0.0210 -0.6796
P 3.224 -1.138 -0.197 -0.1994 0.1853 0.2753 0.5235
O 2.052 -0.343 -0.601 0.1192 -0.0486 -0.0866 -0.1903
O 3.669 -0.961 1.318 0.0069 0.0033 -0.2191 -0.4746
O 4.600 -0.724 -0.915 -0.1680 -0.2418 0.0921 -0.6585
H -1.184 -1.401 -3.234 0.0748 -0.0266 -0.0458 0.3717
H 0.584 -1.367 -3.107 -0.0305 -0.0285 0.0255 0.4487
H -0.357 -0.150 -2.298 -0.1486 -0.0082 0.0261 -0.1601
H -1.466 -2.412 -1.176 0.0368 0.0282 0.0630 0.3238
H -0.153 -1.509 -0.443 0.0377 -0.0450 -0.0109 0.0538
H 0.841 -3.471 -2.435 0.0331 0.0768 0.0441 0.3418
H -0.201 -4.260 -1.269 0.0142 0.0225 -0.0791 0.1969
H 1.352 -4.068 0.673 -0.1547 0.1283 0.0568 -0.1673
H 3.679 -3.358 0.317 0.0564 -0.0153 -0.1083 0.2302
H 3.499 -3.150 -1.418 -0.1838 0.1080 -0.0760 0.4006
H 2.968 -1.314 1.909 -0.1567 -0.1628 0.0859 0.3370
H 4.491 -0.826 -1.872 0.1464 0.2247 0.0022 0.3744
C -4.030 -0.849 -0.799 0.1246 -0.0013 0.0234 -0.1453
O -4.247 -1.978 -1.623 0.0273 0.0234 0.0092 -0.2380
C -5.499 -2.615 -1.474 -0.0183 -0.0181 -0.0049 -0.7752
C -6.635 -1.982 -2.287 -0.0280 0.0238 -0.0341 0.3522
C -7.159 -0.674 -1.705 -0.0089 -0.0025 -0.0003 -1.3570
N -6.279 -1.769 -3.690 0.0591 -0.0501 0.0180 -0.7222
H -4.491 -0.983 0.186 -0.0046 0.0002 -0.0129 0.3375
H -4.404 0.074 -1.245 -0.0479 0.0102 -0.0005 0.0731
H -2.953 -0.744 -0.676 -0.0059 0.0372 0.0087 -0.1505
H -5.350 -3.638 -1.831 0.0244 0.0095 -0.0068 0.3311
H -5.771 -2.668 -0.411 -0.0204 0.0063 -0.0113 0.3968
H -7.455 -2.707 -2.271 0.0045 -0.0060 0.0345 0.4234
H -6.472 0.149 -1.906 0.0064 -0.0046 0.0123 0.2452
H -8.114 -0.420 -2.164 0.0139 0.0115 -0.0210 0.3433
H -7.301 -0.746 -0.625 0.0007 -0.0007 0.0005 0.3487
H -6.050 -2.655 -4.129 -0.0431 -0.0042 -0.0098 0.2705
H -5.420 -1.227 -3.722 -0.0193 0.0246 -0.0072 0.2963
C 1.844 -4.752 5.932 -0.0191 -0.0013 0.0635 -0.6304
O 0.931 -3.778 5.464 0.0273 -0.0278 -0.0682 -0.3720
C 1.367 -2.437 5.543 -0.0343 0.0288 0.0237 -0.8496
C 2.219 -1.979 4.355 0.0240 -0.0725 0.0681 0.2072
C 3.647 -2.514 4.369 0.0141 -0.0050 -0.0277 -1.4317
N 1.591 -2.310 3.067 0.1471 0.3538 -0.0484 -0.4345
H 2.412 -4.379 6.789 -0.0007 -0.0137 0.0046 0.2969
H 2.547 -5.071 5.158 0.0026 0.0186 0.0022 0.2226
H 1.260 -5.616 6.246 0.0043 -0.0046 -0.0052 0.2585
H 0.455 -1.836 5.564 -0.0134 -0.0192 0.0032 0.3561
H 1.902 -2.266 6.486 0.0190 0.0138 -0.0237 0.4572
H 2.268 -0.887 4.420 -0.0118 0.0005 0.0146 0.3745
H 3.678 -3.564 4.075 -0.0080 -0.0069 0.0194 0.2826
H 4.271 -1.960 3.667 -0.0043 -0.0198 0.0032 0.4297
H 4.093 -2.423 5.361 -0.0149 -0.0022 0.0058 0.3791
H 0.683 -1.858 3.007 0.0188 0.0355 -0.0538 0.1865
H 1.388 -3.306 3.048 0.1115 -0.0198 -0.0725 0.2603
C 4.156 5.556 -0.712 -0.0161 0.0132 0.0404 -0.6218
O 4.280 4.230 -0.247 0.0274 0.0199 -0.0336 -0.4676
C 3.121 3.427 -0.375 -0.0203 -0.0526 0.0487 -0.4735
C 2.931 2.777 -1.746 -0.1278 0.0695 -0.2442 1.0867
C 2.458 3.739 -2.832 0.0176 -0.0176 -0.0047 -1.7487
N 4.124 2.063 -2.209 -0.0914 -0.0230 0.2173 -0.6884
H 3.152 5.951 -0.518 0.0057 0.0143 0.0038 0.2578
H 4.362 5.646 -1.782 -0.0150 -0.0109 0.0000 0.2357
H 4.881 6.161 -0.168 0.0044 0.0029 -0.0092 0.2769
H 3.233 2.630 0.365 0.0258 0.0098 0.0039 0.1447
H 2.231 4.014 -0.104 -0.0041 -0.0114 -0.0190 0.4561
H 2.157 2.015 -1.608 -0.0143 0.0319 0.0507 -0.0887
H 3.271 4.376 -3.183 -0.0041 0.0064 0.0091 0.4406
H 2.090 3.177 -3.690 0.0212 0.0000 -0.0091 0.3583
H 1.653 4.384 -2.472 0.0048 0.0065 0.0033 0.2837
H 4.326 1.358 -1.508 0.1736 -0.0160 -0.0719 0.3219
H 4.916 2.699 -2.192 -0.0264 0.0348 -0.0080 0.3098
C -2.840 3.216 -2.094 0.0266 -0.0231 -0.0484 -0.8588
O -2.172 2.182 -1.400 -0.0887 0.0218 0.0326 -0.0631
C -0.902 2.518 -0.874 0.1272 -0.1012 -0.0003 0.1445
C -0.934 3.208 0.492 -0.0308 0.0411 0.0398 0.3759
C -1.351 4.674 0.443 0.0036 -0.0011 0.0124 -1.6007
N -1.772 2.502 1.463 0.0205 -0.0591 -0.0353 -0.7327
H -2.131 3.840 -2.648 -0.0084 0.0022 -0.0134 0.3244
H -3.422 3.858 -1.427 0.0185 0.0030 0.0058 0.2965
H -3.519 2.745 -2.803 -0.0059 0.0058 0.0064 0.2576
H -0.373 1.569 -0.758 0.0077 -0.0409 -0.0215 -0.4729
H -0.341 3.121 -1.602 -0.0115 0.0206 0.0232 0.3531
H 0.094 3.166 0.868 0.0106 0.0031 -0.0303 0.3412
H -2.428 4.773 0.300 0.0049 -0.0012 -0.0178 0.3562
H -1.101 5.165 1.382 -0.0244 -0.0073 0.0112 0.3814
H -0.849 5.203 -0.370 0.0011 -0.0010 -0.0010 0.3121
H -1.418 1.560 1.596 0.0211 0.0148 0.0204 0.2485
H -2.698 2.386 1.060 -0.0072 0.0214 0.0167 0.3359
```
Forces are in eV/Å.

**SMILES string**: CCCBCP(=O)(O)O.COC[C@@H](C)N.COC[C@@H](C)N.COC[C@@H](C)N.COC[C@@H](C)N
**Calculated total energy**: -51907.130 eV
**Maximum force**: 0.39 eV/A

(2)
Molecular formula: C20H56BN7O6P2
Method: DFT, the ωB97M-V functional and the def2-TZVPD basis

```
92
Properties=species:S:1:pos:R:3:forces:R:3:mulliken_charge:R:1
C 2.230 -4.294 0.866 -0.0992 -0.2017 0.0618 -0.6011
O 1.275 -4.765 -0.058 0.2805 0.1324 -0.0244 -0.4187
C 0.916 -3.832 -1.066 -0.2875 -0.2978 -0.3005 -0.5156
C -0.545 -3.433 -0.955 -0.0090 0.4514 0.0410 -0.4193
C -0.884 -2.457 0.170 0.1512 0.0771 0.2356 -1.0902
C -0.100 -1.147 0.153 -0.5217 0.0430 -0.6038 0.7534
C -0.447 -0.333 -1.109 -0.2578 -0.3920 -0.1014 -0.8338
O 0.392 -0.724 -2.190 0.1514 0.2202 0.2130 -0.3431
C 1.031 0.338 -2.904 0.3315 0.3584 -0.5259 -0.5854
B 2.292 0.917 -2.114 -0.0102 0.5620 -0.0161 0.3749
N 2.233 1.536 -0.775 -0.0285 -0.5579 -0.3153 -0.3431
O 3.518 0.818 -2.725 -0.1588 -1.1689 0.2866 -0.5400
O -0.481 -0.433 1.316 0.2963 -0.2216 0.1779 -0.4888
C 0.559 0.200 2.027 0.0334 0.3060 -0.0831 -0.8108
H 2.995 -3.680 0.382 -0.0191 0.0889 0.0051 0.2817
H 2.729 -5.160 1.297 -0.0328 -0.0444 0.0569 0.2833
H 1.751 -3.733 1.677 0.0770 0.1413 -0.0084 0.2060
H 1.060 -4.312 -2.039 0.0354 -0.1424 0.0349 0.3827
H 1.580 -2.966 -1.071 0.0038 0.0576 0.1420 0.1470
H -1.146 -4.332 -0.820 0.0220 -0.0925 -0.0833 0.4878
H -0.832 -2.983 -1.909 -0.0324 -0.0406 -0.0448 0.2425
H -0.742 -2.897 1.159 0.0835 -0.1945 -0.0607 0.4039
H -1.941 -2.188 0.110 -0.0684 -0.0773 0.0566 0.2314
H 0.976 -1.347 0.095 0.0731 0.1309 0.4068 0.2879
H -1.476 -0.585 -1.390 -0.0685 0.1855 -0.0114 0.2996
H -0.418 0.737 -0.906 0.2014 0.0452 0.0051 0.4543
H 0.315 1.103 -3.235 -0.1475 -0.0407 0.1605 0.3177
H 1.421 -0.114 -3.817 -0.1396 -0.0993 -0.0469 0.2530
H 1.381 2.073 -0.667 -0.0891 -0.1292 0.1855 0.2601
H 2.182 0.780 -0.096 0.1230 0.2718 0.3585 0.0850
H 4.194 0.579 -2.073 0.1685 0.7652 -0.1683 0.3030
H 0.636 1.256 1.750 0.0727 0.0340 0.0062 0.2789
H 0.348 0.150 3.094 -0.1255 -0.0312 0.0224 0.3882
H 1.532 -0.273 1.859 -0.0242 -0.1058 -0.0314 0.3029
C 4.504 5.282 -0.236 0.0002 -0.1549 -0.0574 -1.0194
N 4.962 5.895 1.001 0.3652 0.2186 0.0562 0.2307
C 4.251 7.129 1.313 -0.1059 0.0496 0.1511 -1.0628
P 5.276 4.940 2.382 -0.4039 -2.1756 -3.6104 0.4799
O 4.025 4.917 3.174 0.9914 1.0839 1.7231 -0.9082
N 5.507 3.308 1.989 -0.3235 -0.1479 0.0665 0.3773
C 6.054 2.820 0.739 0.4494 -0.0226 0.0322 -1.0396
C 4.595 2.339 2.582 -0.3834 0.0218 -0.0197 -1.2752
N 6.945 5.248 2.501 -0.4469 1.2206 1.8677 0.1747
C 7.514 4.729 3.762 0.0119 -0.3403 -0.0692 -1.0730
C 7.406 6.636 2.324 -0.0079 0.0704 -0.2700 -0.9169
H 5.298 4.710 -0.710 -0.0504 -0.0336 0.0477 0.2627
H 4.244 6.068 -0.946 -0.0796 0.0755 0.1104 0.3650
H 3.628 4.633 -0.104 0.0004 0.0113 -0.0397 0.3350
H 4.719 7.640 2.157 -0.0477 -0.0351 0.0196 0.3338
H 3.200 6.959 1.572 0.0098 0.0062 0.0003 0.2942
H 4.301 7.807 0.459 0.0401 -0.0495 -0.0384 0.3725
H 5.280 2.700 -0.027 0.0229 -0.0598 0.0161 0.2108
H 6.518 1.841 0.896 -0.0017 0.0124 0.0673 0.3868
H 6.834 3.480 0.362 -0.0641 0.1045 0.0372 0.3185
H 3.638 2.304 2.047 -0.0207 -0.1075 0.0444 0.3889
H 4.393 2.569 3.624 -0.0420 0.1378 -0.0330 0.3353
H 5.043 1.342 2.557 0.1205 0.0574 -0.1479 0.3916
H 7.161 5.283 4.638 0.0643 0.0438 -0.0009 0.3361
H 8.601 4.793 3.724 0.0034 0.0404 -0.0618 0.4060
H 7.248 3.680 3.887 -0.0712 0.0108 -0.0402 0.3058
H 6.905 7.346 2.989 0.0796 0.0138 0.0587 0.3208
H 7.259 6.953 1.295 -0.1550 -0.0310 0.0034 0.2553
H 8.475 6.677 2.531 -0.0070 -0.0718 0.0591 0.3843
C -5.681 -2.796 -3.409 -0.1120 0.1328 -0.0325 -0.9731
N -5.580 -3.674 -2.256 -0.2045 -0.4304 0.0101 0.2030
C -4.280 -4.324 -2.154 0.2007 0.0146 0.1952 -1.4060
P -6.193 -3.199 -0.733 -1.3048 2.3980 -3.2169 0.5742
O -5.068 -2.563 -0.010 -0.0077 -1.6118 1.5663 -0.8742
N -7.324 -1.943 -0.858 0.3171 0.3122 0.0353 0.2499
C -8.198 -1.721 -1.990 -0.3867 -0.2536 0.0792 -1.1310
C -7.026 -0.697 -0.159 0.1895 0.0917 -0.0377 -1.0464
N -7.393 -4.395 -0.587 1.2718 -0.9497 1.6431 0.1428
C -7.993 -4.413 0.764 -0.2050 0.2822 -0.0148 -1.0622
C -7.039 -5.779 -0.952 0.0101 -0.0282 -0.2770 -0.8955
H -6.708 -2.721 -3.757 0.0265 0.0563 0.0575 0.3239
H -5.120 -3.232 -4.237 0.1229 -0.0235 0.0935 0.3474
H -5.291 -1.787 -3.223 0.0198 -0.0120 -0.0430 0.2971
H -4.294 -5.088 -1.372 0.0303 0.0595 0.0278 0.3192
H -3.478 -3.618 -1.909 0.0241 -0.0380 -0.0190 0.4829
H -4.034 -4.833 -3.088 -0.1021 0.0549 -0.0575 0.4648
H -7.721 -1.113 -2.767 -0.0580 0.0266 0.0165 0.3659
H -9.099 -1.191 -1.666 0.0193 -0.0047 0.0572 0.3495
H -8.529 -2.663 -2.427 0.1177 -0.0534 0.0139 0.3149
H -6.322 -0.062 -0.711 -0.0248 0.0432 0.0179 0.2777
H -6.603 -0.891 0.822 0.0901 -0.0443 -0.0403 0.2993
H -7.954 -0.139 -0.015 -0.0427 -0.0450 -0.0917 0.3740
H -7.291 -4.763 1.527 -0.0294 -0.0727 -0.0046 0.3359
H -8.863 -5.069 0.766 0.0117 -0.0290 -0.0676 0.3986
H -8.330 -3.414 1.036 0.0599 0.0350 -0.0446 0.3118
H -6.155 -6.152 -0.427 -0.0520 -0.0620 0.0609 0.3127
H -6.871 -5.854 -2.023 0.1114 0.1114 0.0010 0.2459
H -7.878 -6.429 -0.705 -0.0266 0.0576 0.0688 0.3904
```
Forces are in eV/Å.

**SMILES string**: COCCC[C@@H](COCB(N)O)OC.CN(C)P(=O)(N(C)C)N(C)C.CN(C)P(=O)(N(C)C)N(C)C
**Calculated total energy**: -63619.204 eV
**Maximum force**: 4.23 eV/A

Number 1: HOMO-LUMO gap 9.31 eV. Number 2: HOMO-LUMO gap 8.93 eV.